The following is a DFT calculation (ωB97M-V/def2-TZVPD) of 2 unconnected molecules or ions with the total composition C3H3F2N4O2S.

Geometry as XYZ:
```
15
Properties=species:S:1:pos:R:3:forces:R:3
S -0.859719 -1.825438 -0.934489 1.107 -1.784 -0.095
F -2.913535 -1.287988 0.600202 0.141 0.944 -0.497
F -1.428607 -2.354589 1.613438 0.980 -1.604 0.645
O 0.577174 -1.942477 -0.716677 -0.975 -1.190 0.701
O -1.675772 -2.999115 -1.386641 1.397 2.110 1.026
N 2.182576 2.085750 -0.149855 -1.113 0.471 0.449
N -1.141562 -0.697622 -1.943587 0.583 2.729 0.181
N 0.302950 1.211104 0.559672 -0.543 0.289 0.012
N 1.649614 1.388849 -1.191266 0.455 -0.419 -1.926
C 0.545320 0.855289 -0.749060 -0.829 -0.603 -0.143
C 1.279729 2.033155 0.844929 -0.300 -1.513 -0.998
C -1.541524 -1.355231 0.724143 -1.969 -1.794 -0.366
H -1.157674 -0.540307 1.259981 0.655 1.863 -0.375
H 2.789176 2.886512 -0.263136 0.131 -0.482 -0.476
H 1.391854 2.542110 1.732347 0.280 0.984 1.861
```
Forces are in eV/Å.

Results
Net charge   -1
LUMO level (spin up / spin down)   2.39 / 2.39 eV
HOMO level (spin up / spin down)   -4.92 / -4.93 eV
Molecular weight   197.1 Da
DFT total energy   -29480.525 eV